Record 1
A 2-piece molecular cluster, C2H8N2S overall. Source: the Open Molecules 2025 dataset; level of theory: ωB97M-V with the def2-TZVPD basis set.

The highest occupied orbital energy comes out at -0.2230 hartree. The HOMO-LUMO gap comes out at 5.34 eV. The value obtained for the LUMO energy is -0.7 eV. The value obtained for the energy above the lowest of the compared OMol25 structures with the same formula, charge and spin is 51.5 kcal per mole.

The geometry in ORCA input format:
```
! RIJCOSX wB97M-V def2-TZVPD def2/J DEFGRID3
* xyz 0 1
S 2.14 -0.09 2.10
N 0.98 -1.30 -0.57
N -1.73 1.19 -0.30
C -0.06 -0.50 -0.80
C -0.56 0.37 0.10
H -0.57 -0.62 -1.76
H 1.54 -1.08 0.30
H -1.46 2.15 -0.59
H 1.40 -1.81 -1.32
H -0.15 0.62 1.06
H -2.23 0.75 -1.07
H 3.09 -0.98 2.39
H -2.39 1.28 0.47
*
```


Record 2
An isolated ion of composition C2H8N3 and charge +1 in a non-equilibrium geometry. Source: the Open Molecules 2025 dataset; level of theory: ωB97M-V with the def2-TZVPD basis set.

The highest occupied orbital energy comes out at -0.5543 hartree. Its structure (SMILES) is CNC(N)=[NH2+]. The HOMO-LUMO gap comes out at 11.91 eV. The value obtained for the LUMO energy is -3.2 eV. The value obtained for the energy above the lowest of the compared OMol25 structures with the same formula, charge and spin is 2.4 kcal per mole.

The geometry in ORCA input format:
```
! RIJCOSX wB97M-V def2-TZVPD def2/J DEFGRID3
* xyz 1 1
N 1.45 -0.16 -0.40
N -0.27 -0.22 -1.93
N -0.75 0.05 0.29
C 0.14 -0.09 -0.68
C -0.49 0.31 1.71
H -0.46 -0.65 2.23
H 0.45 0.82 1.84
H 1.78 0.08 0.53
H 2.08 -0.75 -0.91
H -1.69 0.28 -0.01
H 0.38 -0.19 -2.70
H -1.34 0.84 2.13
H -1.26 -0.31 -2.11
*
```


Record 3
An isolated ion of composition C2H8N3 and charge +1 in a non-equilibrium geometry. Source: the Open Molecules 2025 dataset; level of theory: ωB97M-V with the def2-TZVPD basis set.

The highest occupied orbital energy comes out at -0.5318 hartree. Its structure (SMILES) is N/C=[NH+]/CN. The HOMO-LUMO gap comes out at 9.41 eV. The value obtained for the LUMO energy is -5.1 eV. The value obtained for the energy above the lowest of the compared OMol25 structures with the same formula, charge and spin is 77.6 kcal per mole.

The geometry in ORCA input format:
```
! RIJCOSX wB97M-V def2-TZVPD def2/J DEFGRID3
* xyz 1 1
N -1.08 -0.25 -1.50
N -0.15 0.88 0.41
N 0.71 -1.02 2.12
C 0.72 -0.45 0.89
C -0.28 0.96 -1.07
H 0.71 1.14 -1.49
H -1.60 -0.06 -2.41
H 1.48 -0.85 0.22
H 0.15 -0.76 2.97
H 1.54 -1.67 2.25
H -0.97 1.15 0.91
H -0.35 -0.86 -1.98
H -0.89 1.80 -1.30
*
```


Record 4
C2H8N3 as an isolated structure in a non-equilibrium geometry. Source: the Open Molecules 2025 dataset; level of theory: ωB97M-V with the def2-TZVPD basis set.

The highest occupied orbital energy comes out at -0.4846 hartree. The HOMO-LUMO gap comes out at 9.03 eV. The value obtained for the LUMO energy is -4.2 eV. The value obtained for the energy above the lowest of the compared OMol25 structures with the same formula, charge and spin is 96.8 kcal per mole.

The geometry in ORCA input format:
```
! RIJCOSX wB97M-V def2-TZVPD def2/J DEFGRID3
* xyz 1 1
N -2.21 0.35 -0.19
N 0.35 -0.58 0.31
N 1.44 -0.09 -0.23
C -0.54 0.31 0.78
C 2.41 -0.91 -0.55
H -2.39 1.28 -0.32
H -2.80 -0.18 0.50
H -2.38 -0.07 -1.08
H 3.36 -0.39 -0.86
H 1.67 0.97 -0.29
H -0.23 1.37 0.77
H 2.34 -1.95 -0.44
H -1.02 -0.11 1.60
*
```


Record 5
A 2-piece molecular cluster, C2H8N3O2 overall in a non-equilibrium geometry. Source: the Open Molecules 2025 dataset; level of theory: ωB97M-V with the def2-TZVPD basis set.

The highest occupied orbital energy (spin up / spin down) comes out at -0.5176 / -0.5176 hartree. The HOMO-LUMO gap (spin up / spin down) comes out at 7.45 / 7.45 eV. The value obtained for the LUMO energy (spin up / spin down) is -6.6 / -6.6 eV. The value obtained for the energy above the lowest of the compared OMol25 structures with the same formula, charge and spin is 219.1 kcal per mole.

The geometry in ORCA input format:
```
! RIJCOSX wB97M-V def2-TZVPD def2/J DEFGRID3
* xyz 1 1
O -2.67 1.20 -0.07
O -3.59 -0.76 0.21
N -2.61 -0.15 0.00
N -0.28 -0.13 0.43
N -0.30 1.33 0.28
C -1.35 -0.79 -0.10
C 1.06 -0.61 0.50
H 1.14 -1.71 0.73
H 0.18 1.67 1.04
H -1.67 1.47 -0.16
H 1.58 -0.05 1.18
H 0.24 1.52 -0.66
H 1.54 -0.48 -0.48
H -1.40 -1.91 -0.27
H -1.12 -0.40 -1.84
*
```


Record 6
One molecule with the formula C2H8N4 in a non-equilibrium geometry. Source: the Open Molecules 2025 dataset; level of theory: ωB97M-V with the def2-TZVPD basis set.

The highest occupied orbital energy comes out at -0.3256 hartree. Its structure (SMILES) is [H]/N=C(\NC)NN. The HOMO-LUMO gap comes out at 9.68 eV. The value obtained for the LUMO energy is 0.8 eV. The value obtained for the energy above the lowest of the compared OMol25 structures with the same formula, charge and spin is 34.8 kcal per mole.

The geometry in ORCA input format:
```
! RIJCOSX wB97M-V def2-TZVPD def2/J DEFGRID3
* xyz 0 1
N -0.78 -1.14 -0.21
N -0.44 1.22 0.16
N 1.99 -1.44 -0.06
N 1.31 -0.22 -0.03
C -0.04 -0.11 0.00
C -1.84 1.53 0.04
H -2.48 1.27 0.92
H -2.30 0.91 -0.81
H 0.20 1.93 0.55
H 1.64 -2.06 0.69
H -2.11 2.65 -0.16
H -1.76 -0.91 -0.02
H 1.71 -1.84 -0.98
H 1.86 0.56 0.56
*
```


Record 7
An isolated ion of composition C2H8N4O and charge +2 in a non-equilibrium geometry. Source: the Open Molecules 2025 dataset; level of theory: ωB97M-V with the def2-TZVPD basis set.

The highest occupied orbital energy comes out at -0.7158 hartree. Its structure (SMILES) is [NH3+]N/[NH+]=C\N=C/O. The HOMO-LUMO gap comes out at 11.17 eV. The value obtained for the LUMO energy is -8.3 eV. The value obtained for the energy above the lowest of the compared OMol25 structures with the same formula, charge and spin is 50.9 kcal per mole.

The geometry in ORCA input format:
```
! RIJCOSX wB97M-V def2-TZVPD def2/J DEFGRID3
* xyz 2 1
O 2.34 1.91 1.27
N -1.16 -1.42 -1.80
N 0.25 1.22 0.76
N -0.65 -0.92 0.62
N -0.08 -1.23 -0.61
C 1.21 2.13 0.67
C -0.39 0.25 1.25
H -2.06 -1.75 -1.40
H -1.17 -0.62 -2.45
H -0.62 0.42 2.32
H -1.15 -1.59 1.12
H 2.92 2.69 1.36
H 0.91 3.06 0.15
H -0.85 -2.00 -2.70
H 0.50 -2.15 -0.57
*
```


Record 8
A 2-piece molecular cluster, C2H8N4O overall in a non-equilibrium geometry. Source: the Open Molecules 2025 dataset; level of theory: ωB97M-V with the def2-TZVPD basis set.

The highest occupied orbital energy comes out at -0.6101 hartree. The HOMO-LUMO gap comes out at 8.59 eV. The value obtained for the LUMO energy is -8.0 eV. The value obtained for the energy above the lowest of the compared OMol25 structures with the same formula, charge and spin is 39.5 kcal per mole.

The geometry in ORCA input format:
```
! RIJCOSX wB97M-V def2-TZVPD def2/J DEFGRID3
* xyz 2 1
O 0.92 -0.14 0.03
N -1.80 -2.38 0.07
N 3.16 -0.87 -0.30
N -3.22 0.69 -0.27
N -1.80 -1.24 0.03
C -1.96 0.02 -0.10
C 2.00 -0.34 0.47
H -3.73 0.19 -0.98
H -1.14 0.61 -0.10
H -3.90 0.68 0.57
H 3.87 -1.47 0.28
H 3.60 0.03 -0.61
H 2.75 -1.30 -1.26
H -3.07 1.67 -0.64
H 2.34 -0.18 1.43
*
```


Record 9
An isolated ion of composition C2H8N4O and charge +2 in a non-equilibrium geometry. Source: the Open Molecules 2025 dataset; level of theory: ωB97M-V with the def2-TZVPD basis set.

The highest occupied orbital energy comes out at -0.7323 hartree. The HOMO-LUMO gap comes out at 10.31 eV. The value obtained for the LUMO energy is -9.6 eV. The value obtained for the energy above the lowest of the compared OMol25 structures with the same formula, charge and spin is 10.3 kcal per mole.

The geometry in ORCA input format:
```
! RIJCOSX wB97M-V def2-TZVPD def2/J DEFGRID3
* xyz 2 1
O -1.15 -1.61 -1.88
N 0.29 0.89 1.86
N 1.79 0.68 0.07
N -1.61 0.39 0.00
N -0.16 -1.19 -0.97
C 0.68 0.45 0.67
C -0.43 -0.20 -0.19
H -0.82 -2.38 -2.41
H 0.94 1.42 2.38
H -1.75 1.25 0.43
H 1.86 0.10 -0.76
H -2.32 0.18 -0.81
H 2.62 1.03 0.49
H 0.70 -1.68 -1.05
H -0.65 0.68 2.17
*
```


Record 10
A 2-piece molecular cluster, C2H8N4O overall in a non-equilibrium geometry. Source: the Open Molecules 2025 dataset; level of theory: ωB97M-V with the def2-TZVPD basis set.

Its expectation value of S² is 2.020. The highest occupied orbital energy (spin up / spin down) comes out at -0.5477 / -0.7596 hartree. The HOMO-LUMO gap (spin up / spin down) comes out at 6.82 / 10.51 eV. The value obtained for the LUMO energy (spin up / spin down) is -8.1 / -10.2 eV. The value obtained for the energy above the lowest of the compared OMol25 structures with the same formula, charge and spin is 0.0 kcal per mole.

The geometry in ORCA input format:
```
! RIJCOSX wB97M-V def2-TZVPD def2/J DEFGRID3
* xyz 2 3
O 0.77 -0.61 0.16
N -0.91 1.09 -0.18
N 3.06 -0.41 0.13
N -3.06 0.10 -0.23
N -0.21 1.93 -0.01
C -1.53 -0.01 -0.33
C 1.64 -0.25 0.84
H -3.37 -0.75 0.22
H -1.24 -0.84 -1.04
H -3.37 0.03 -1.17
H 3.97 -0.15 0.58
H 3.15 -1.37 -0.26
H 2.89 0.05 -0.80
H -3.34 1.03 0.23
H 1.56 0.16 1.86
*
```


Record 11
C2H8N4O2Rb as an isolated structure in a non-equilibrium geometry. Source: the Open Molecules 2025 dataset; level of theory: ωB97M-V with the def2-TZVPD basis set.

Its expectation value of S² is 0.759. The highest occupied orbital energy (spin up / spin down) comes out at -0.6657 / -0.6547 hartree. The HOMO-LUMO gap (spin up / spin down) comes out at 11.12 / 4.39 eV. The value obtained for the LUMO energy (spin up / spin down) is -7.0 / -13.4 eV. The value obtained for the energy above the lowest of the compared OMol25 structures with the same formula, charge and spin is 7.2 kcal per mole.

The geometry in ORCA input format:
```
! RIJCOSX wB97M-V def2-TZVPD def2/J DEFGRID3
* xyz 2 2
Rb 4.36 -15.38 -4.74
O 3.39 -14.80 -2.20
O 2.84 -17.85 -4.22
N 2.11 -14.98 -0.46
N 4.17 -14.94 0.00
N 2.05 -17.79 -2.19
N 3.95 -18.58 -2.46
C 2.97 -18.07 -3.06
C 3.28 -14.94 -0.96
H 3.95 -18.86 -1.49
H 2.01 -14.99 0.55
H 5.02 -14.99 -0.55
H 4.00 -15.32 0.92
H 4.63 -18.91 -3.13
H 2.37 -17.76 -1.23
H 1.12 -17.50 -2.46
H 1.33 -15.29 -1.03
*
```


Record 12
One molecule with the formula C2H8N4S in a non-equilibrium geometry. Source: the Open Molecules 2025 dataset; level of theory: ωB97M-V with the def2-TZVPD basis set.

The highest occupied orbital energy comes out at -0.3099 hartree. Its structure (SMILES) is CNNC(=S)NN. The HOMO-LUMO gap comes out at 9.23 eV. The value obtained for the LUMO energy is 0.8 eV. The value obtained for the energy above the lowest of the compared OMol25 structures with the same formula, charge and spin is 10.2 kcal per mole.

The geometry in ORCA input format:
```
! RIJCOSX wB97M-V def2-TZVPD def2/J DEFGRID3
* xyz 0 1
S 2.41 -1.42 0.11
N -0.23 -1.28 -0.21
N 0.93 0.71 -0.23
N 2.07 1.58 -0.01
N -1.45 -0.73 -0.59
C 0.99 -0.63 -0.15
C -2.00 -0.01 0.52
H -2.86 0.48 0.16
H 2.60 1.09 0.69
H -1.37 0.73 1.02
H -2.24 -0.77 1.31
H -0.22 -2.31 -0.06
H 0.03 1.20 -0.25
H 2.65 1.56 -0.86
H -1.32 -0.19 -1.43
*
```